A 2-piece molecular cluster, C4H14N3 overall. Source: the Open Molecules 2025 dataset; level of theory: wB97M-V/def2-TZVPD.

Structure (XYZ):
```
21
Properties=species:S:1:pos:R:3:forces:R:3:lowdin_charge:R:1
N 1.10367 0.34361 0.70428 -1.1249 2.1220 -2.5518 0.0685
N -0.56569 1.75038 1.65048 -1.5650 0.6591 1.9411 0.1706
N 0.21438 2.12636 -0.58945 -2.0338 0.6478 2.2228 0.1751
C -1.08743 -3.13754 -0.29021 -3.5988 -0.5060 3.8344 -0.1907
C 0.18055 1.38881 0.59796 1.9429 -1.0254 0.5160 -0.3472
C 1.73116 0.00732 -0.56509 -2.0347 -0.7238 -4.8279 -0.0998
C -1.26945 -1.98281 -1.16371 -0.0487 3.4949 1.7658 -0.2127
H -2.00099 -3.84766 -0.27434 1.4821 0.9537 -0.4315 0.1005
H -0.22440 -3.69372 -0.51819 1.1731 -0.6867 0.2344 0.0447
H -0.37177 -1.29283 -0.99683 -1.4371 -1.0252 -0.8738 0.0269
H 0.39718 1.64332 -1.42422 0.3721 -0.8018 -0.7808 0.0673
H 1.04304 -0.65728 -1.32261 1.0713 1.3344 2.2603 0.1131
H -1.23192 2.52476 1.51890 0.6700 -0.5756 -0.2198 0.1314
H -0.70993 1.39646 2.69679 1.3137 0.2779 -3.4703 0.2141
H 1.34292 -0.18020 1.53016 -0.4718 0.2155 0.1956 0.1587
H 2.60156 -0.58087 -0.70757 1.1859 -0.2788 1.4912 0.0804
H 1.85256 0.84743 -1.33457 0.6081 -0.7116 2.0451 0.1024
H -2.14223 -1.34010 -0.85964 0.6128 -0.6435 0.0318 0.0877
H -1.49731 -2.20372 -2.14447 0.2340 -0.4634 -2.4018 0.0436
H -0.46333 2.88622 -0.81683 0.5971 -0.9252 1.1179 0.1563
H -1.19086 -2.69884 0.82256 1.0517 -1.3383 -2.0986 0.1092
```
Positions in Å, forces in eV/Å.

Results
- relative energy (zero: lowest compared OMol25 entry of this formula, charge and spin) (kJ/mol) = 254.5
- orbital gap (eV) = 10.81
- lowest unoccupied orbital energy (eV) = -3.17
- net charge = +1